# 1
DFT (ωB97M-V/def2-TZVPD) results for the ion C4H14N3 with charge +1 in a non-equilibrium geometry.

Last column: Löwdin charge in e.
Element x y z (Å)
N -0.18 -0.20 0.15  0.02
N -1.04 1.78 -1.52  -0.01
N 1.07 -2.46 1.27  0.00
C 1.31 -1.97 -0.17  -0.21
C -0.70 1.16 0.70  -0.08
C 1.27 -0.44 -0.05  -0.15
C -1.73 1.67 -0.29  -0.28
H 2.33 -2.11 -0.51  0.11
H -0.40 2.65 -1.59  0.14
H 0.09 1.85 0.91  0.12
H -0.72 -0.84 0.64  0.13
H -1.70 2.23 -2.13  0.08
H 0.99 -3.47 1.20  0.08
H 1.49 0.13 -0.99  0.15
H 1.77 0.14 0.84  0.17
H 0.54 -2.24 -0.95  0.14
H -1.94 2.60 0.25  0.13
H -2.57 1.01 -0.39  0.13
H -0.60 -0.24 -0.75  0.12
H 1.96 -2.28 1.78  0.09
H -1.22 1.03 1.60  0.11

Results
energy relative to the best compared isomer or geometry (same formula, charge and spin) = 52.4 kcal per mole
highest occupied orbital energy = -13.985 eV
E = -324.781283 a.u.
charge = +1
SMILES = NCC[NH2+]CCN

# 2
DFT (ωB97M-V/def2-TZVPD) results for a cluster of 2 separate species, C4H14N3 in total in a non-equilibrium geometry.

Last column: Löwdin charge in e.
Element x y z (Å)
N -0.45 -1.93 -1.80  0.21
N -1.58 -0.13 -0.92  0.21
N -0.75 -1.71 0.53  0.07
C 1.08 2.96 -0.16  -0.16
C 0.37 2.44 1.09  -0.19
C 0.21 -2.79 0.78  -0.03
C -0.92 -1.30 -0.73  -0.42
H -0.90 -1.16 1.36  0.16
H 0.22 -3.59 0.06  0.08
H 0.08 -3.25 1.76  0.10
H 1.59 2.10 -0.62  0.05
H 1.24 -2.36 0.93  0.12
H 0.43 3.37 -0.93  0.06
H -0.64 2.04 0.96  0.03
H 0.96 1.75 1.74  0.07
H -1.74 0.26 -1.84  0.14
H 0.03 -1.36 -2.48  0.15
H 0.02 -2.80 -1.59  0.10
H 0.35 3.28 1.80  0.07
H -1.44 0.52 -0.16  0.09
H 1.84 3.65 0.23  0.08

Results
energy relative to the best compared isomer or geometry (same formula, charge and spin) = 19.0 kcal per mole
highest occupied orbital energy = -14.601 eV
E = -324.834517 a.u.
charge = +1

# 3
DFT (ωB97M-V/def2-TZVPD) results for a cluster of 2 separate species, C4H14N3 in total in a non-equilibrium geometry.

Last column: Löwdin charge in e.
Element x y z (Å)
N 0.79 0.64 -1.87  0.22
N -0.16 1.83 -0.15  0.22
N -1.28 0.02 -1.06  0.06
C -0.25 0.87 -1.07  -0.45
C 1.17 -0.68 1.90  -0.17
C 1.84 -1.89 1.24  -0.15
C -2.62 0.39 -0.63  -0.03
H 1.77 -0.31 2.72  0.07
H -3.15 0.94 -1.41  0.10
H 2.92 -1.79 1.27  0.07
H 1.56 -2.82 1.72  0.06
H 0.86 -0.09 -2.56  0.14
H -1.00 2.00 0.38  0.12
H 0.52 2.56 -0.27  0.15
H 0.15 -0.83 2.26  0.06
H -2.74 0.88 0.32  0.09
H 1.56 1.29 -1.84  0.13
H 1.05 0.14 1.18  0.02
H 1.50 -1.98 0.21  0.05
H -3.20 -0.52 -0.54  0.10
H -1.28 -0.66 -1.81  0.16

Results
energy relative to the best compared isomer or geometry (same formula, charge and spin) = 7.7 kcal per mole
highest occupied orbital energy = -14.625 eV
E = -324.852541 a.u.
charge = +1

# 4
DFT (ωB97M-V/def2-TZVPD) results for a cluster of 2 separate species, C4H14N3 in total in a non-equilibrium geometry.

Last column: Mulliken spin population.
Element x y z (Å)
N -1.01 1.94 -1.44  0.73
N -1.12 -0.46 -1.38  0.06
N -0.41 0.80 0.50  0.10
C -0.77 3.21 -0.84  0.07
C -0.83 0.67 -0.76  -0.05
C 1.93 -2.13 0.96  0.00
C 0.66 -2.58 1.57  0.00
H 0.89 -3.25 2.45  0.00
H 2.09 -2.54 0.00  0.00
H -1.61 3.93 -1.23  0.04
H -0.04 -1.73 1.89  0.00
H -0.18 0.01 1.16  -0.01
H 1.88 -1.14 0.78  0.00
H -0.24 1.77 0.82  0.00
H -0.72 -1.39 -1.06  0.00
H -1.44 -0.45 -2.36  0.00
H 0.13 3.44 -1.35  0.08
H 2.86 -2.52 1.47  0.00
H -1.30 2.06 -2.33  -0.03
H -0.80 3.43 0.28  0.01
H 0.05 -3.07 0.85  0.00

Results
energy relative to the best compared isomer or geometry (same formula, charge and spin) = 85.0 kcal per mole
highest occupied orbital energy (alpha / beta) = -17.707 / -17.705 eV
E = -324.273354 a.u.
charge = +2
multiplicity = 2

# 5
DFT (ωB97M-V/def2-TZVPD) results for a cluster of 2 separate species, C4H14N3O in total in a non-equilibrium geometry.

Last column: Mulliken spin population.
Element x y z (Å)
O 0.72 -0.16 2.43  0.03
N 0.23 -0.67 -0.68  0.26
N 1.24 1.48 -0.08  0.04
N -0.15 -3.03 0.00  0.03
C -1.21 1.20 -0.49  0.10
C 0.61 -1.86 -0.24  0.59
C -1.10 -0.26 -0.96  0.01
C 0.03 1.96 -0.86  0.00
H -0.04 3.03 -0.68  -0.01
H 0.47 -3.67 0.47  -0.01
H 2.07 1.42 -0.67  0.00
H -1.41 1.25 0.59  0.03
H -1.03 -2.88 0.50  0.04
H 0.95 0.54 0.27  -0.04
H 0.14 1.69 -1.93  0.01
H 1.40 2.03 0.76  0.00
H -1.87 -0.91 -0.55  -0.01
H -1.28 -0.21 -2.08  0.02
H -2.06 1.67 -0.99  -0.09
H 0.43 0.21 3.26  -0.02
H 0.17 -0.88 2.10  0.01
H 1.69 -1.95 -0.14  0.00

Results
energy relative to the best compared isomer or geometry (same formula, charge and spin) = 54.6 kcal per mole
highest occupied orbital energy (alpha / beta) = -2.617 / -7.240 eV
E = -400.150348 a.u.
charge = 0
multiplicity = 2

# 6
DFT (ωB97M-V/def2-TZVPD) results for a cluster of 2 separate species, C4H14N3O in total in a non-equilibrium geometry.

Last column: Mulliken spin population.
Element x y z (Å)
O 5.84 -3.31 -0.46  0.00
N 1.27 1.94 -0.04  0.00
N -3.00 -1.27 1.24  0.06
N -0.92 0.80 1.54  0.02
C -2.59 -0.45 0.17  0.74
C -1.25 0.18 0.23  -0.04
C -0.93 1.16 -0.91  0.04
C 0.55 1.40 -1.19  0.00
H 0.98 0.42 -1.42  0.00
H -3.22 -2.21 0.96  0.01
H -0.46 -0.58 0.14  0.11
H 5.99 -3.40 -1.40  0.00
H 1.86 2.74 -0.21  0.00
H 6.45 -3.68 0.17  0.00
H 0.60 2.01 -2.09  0.00
H -0.74 0.05 2.19  0.00
H -1.79 1.22 1.88  0.00
H 0.62 2.16 0.69  0.00
H -1.31 0.62 -1.80  0.01
H -3.72 -0.88 1.83  0.01
H -1.51 2.06 -0.74  -0.01
H -2.72 -0.99 -0.78  0.04

Results
energy relative to the best compared isomer or geometry (same formula, charge and spin) = 11.7 kcal per mole
highest occupied orbital energy (alpha / beta) = -7.779 / -8.498 eV
E = -400.218813 a.u.
charge = 0
multiplicity = 2

# 7
DFT (ωB97M-V/def2-TZVPD) results for a cluster of 2 separate species, C4H14N3O in total in a non-equilibrium geometry.

Last column: Löwdin charge in e.
Element x y z (Å)
O -2.00 1.10 -0.43  -0.03
N 0.33 1.35 -1.47  0.13
N 0.59 0.21 1.83  0.09
N -1.70 -1.72 1.25  0.05
C 1.59 -0.57 -0.38  -0.10
C -0.71 -1.37 0.35  -0.19
C 0.51 -0.68 0.69  -0.33
C 1.70 0.99 -0.93  -0.08
H 1.55 0.21 2.15  0.09
H -0.21 1.54 -0.57  0.13
H 1.13 -1.36 -1.07  0.12
H -1.45 -1.86 2.19  0.08
H 2.48 -1.00 -0.10  0.08
H 2.45 1.07 -1.70  0.11
H -2.28 -2.44 0.83  0.10
H -0.09 -0.06 2.56  0.09
H 0.31 2.28 -1.92  0.17
H -0.87 -1.80 -0.58  0.08
H -0.19 0.60 -2.04  0.19
H -2.35 0.26 -0.05  0.07
H 1.86 1.57 -0.01  0.12
H -2.65 1.69 -0.61  0.01

Results
energy relative to the best compared isomer or geometry (same formula, charge and spin) = 67.7 kcal per mole
highest occupied orbital energy = -10.849 eV
E = -400.024722 a.u.
charge = +1

# 8
DFT (ωB97M-V/def2-TZVPD) results for a cluster of 2 separate species, C4H14N3O in total in a non-equilibrium geometry.

Last column: Löwdin charge in e.
Element x y z (Å)
O -2.88 -0.85 1.42  -0.09
N 0.31 0.09 -2.94  0.19
N 1.10 -1.02 1.96  0.02
N -1.11 -0.07 -0.66  0.10
C 0.93 0.42 -1.66  -0.06
C 0.16 0.50 -0.56  -0.32
C 0.63 1.14 0.71  -0.13
C 1.68 0.25 1.42  -0.25
H -3.25 -0.19 2.05  0.08
H 0.27 -1.25 1.42  0.04
H 1.13 2.09 0.49  0.12
H 1.83 -1.69 1.81  0.07
H 0.54 0.75 -3.69  0.18
H -1.03 -1.07 -0.59  0.11
H 0.77 -0.75 -3.29  0.17
H -0.70 -0.01 -2.73  0.16
H 2.56 0.16 0.78  0.11
H -0.19 1.39 1.37  0.13
H -1.79 0.28 0.00  0.07
H 1.99 0.80 2.30  0.11
H -2.83 -1.61 2.05  0.07
H 1.88 0.93 -1.66  0.13

Results
energy relative to the best compared isomer or geometry (same formula, charge and spin) = 58.3 kcal per mole
highest occupied orbital energy = -12.633 eV
E = -400.039672 a.u.
charge = +1

# 9
DFT (ωB97M-V/def2-TZVPD) results for a cluster of 3 separate species, C4H14N3O in total in a non-equilibrium geometry.

Last column: Löwdin charge in e.
Element x y z (Å)
O -1.06 2.01 -1.43  -0.05
N -2.87 0.15 -0.29  0.10
N 3.82 -2.67 -1.94  0.00
N 1.19 0.52 2.16  0.20
C -1.68 -0.48 0.14  -0.27
C 0.35 0.29 1.13  -0.40
C 0.79 0.42 -0.13  0.30
C -1.09 0.14 1.40  -0.10
H -1.35 -0.34 2.34  0.14
H -1.06 2.17 -2.38  0.07
H -1.91 -1.52 0.41  0.15
H 0.75 0.92 2.99  0.14
H -0.90 -0.54 -0.69  0.14
H -2.64 1.03 -0.73  0.07
H 3.23 -2.83 -1.13  -0.01
H -0.34 1.41 -1.19  -0.04
H 1.76 0.64 -0.56  0.12
H 2.14 0.81 2.02  0.14
H 4.80 -2.70 -1.67  0.01
H -1.47 1.17 1.46  0.15
H 3.70 -3.42 -2.60  0.00
H -3.40 -0.42 -0.94  0.12

Results
energy relative to the best compared isomer or geometry (same formula, charge and spin) = 151.3 kcal per mole
highest occupied orbital energy = -12.597 eV
E = -399.891391 a.u.
charge = +1

# 10
DFT (ωB97M-V/def2-TZVPD) results for the molecule C4H14N3P in a non-equilibrium geometry.

Last column: Löwdin charge in e.
Element x y z (Å)
P 1.04 -0.18 -0.25  0.65
N 0.96 -1.85 0.06  -0.24
N 1.76 0.43 -1.66  -0.08
N -0.49 0.57 -0.08  -0.32
C -1.29 0.10 1.11  -0.27
C -2.13 -1.17 0.84  -0.13
C 2.05 1.06 0.86  -0.19
C -1.26 0.57 -1.28  -0.16
H -1.94 0.94 1.35  0.11
H -2.12 -1.88 1.76  0.09
H 2.19 -0.11 -2.29  -0.01
H -1.64 -1.91 0.03  0.10
H -1.04 1.49 -1.82  0.08
H 1.86 -2.45 0.00  -0.02
H -2.26 0.47 -0.97  0.06
H 1.56 1.34 1.83  0.04
H 2.33 2.02 0.28  0.05
H 2.97 0.59 1.12  0.00
H -3.12 -0.94 0.52  0.04
H -1.10 -0.31 -1.85  0.06
H -0.59 -0.12 1.89  0.08
H 2.25 1.33 -1.45  0.05

Results
energy relative to the best compared isomer or geometry (same formula, charge and spin) = 3.7 kcal per mole
highest occupied orbital energy = -8.505 eV
E = -666.375890 a.u.
charge = 0
SMILES = CCN(C)[P@@](C)(=N)N

# 11
DFT (ωB97M-V/def2-TZVPD) results for a cluster of 2 separate species, C4H14N3S in total in a non-equilibrium geometry.

Last column: Löwdin charge in e.
Element x y z (Å)
S 0.75 -1.83 -3.08  0.76
N -0.48 -0.43 1.52  0.23
N 1.75 0.09 1.24  0.22
N 0.39 1.48 2.48  0.04
C -0.35 -1.30 -4.40  -0.42
C -0.86 1.97 3.06  -0.02
C 0.03 -0.97 -1.70  -0.49
C 0.54 0.38 1.75  -0.43
H -1.06 -1.01 -1.73  0.05
H 2.51 0.70 1.46  0.13
H -1.66 1.79 2.34  0.09
H 0.40 -1.39 -0.78  -0.03
H 0.36 0.08 -1.70  0.04
H -1.08 1.48 4.00  0.10
H -1.37 -0.24 1.94  0.11
H 0.05 -1.67 -5.34  0.04
H 1.88 -0.77 0.75  0.12
H -0.33 -1.33 1.09  0.12
H -1.27 -1.87 -4.25  0.03
H 1.22 2.05 2.58  0.16
H -0.64 -0.25 -4.41  0.04
H -0.78 3.05 3.18  0.10

Results
energy relative to the best compared isomer or geometry (same formula, charge and spin) = 17.1 kcal per mole
highest occupied orbital energy = -11.105 eV
E = -723.039225 a.u.
charge = +1

> What is the energy relative to the best compared isomer or geometry (same formula, charge and spin) in the eleventh record?

17.1 kcal per mole

> The highest charge belongs to which entry?

number 4

> The lowest E belongs to which entry?

C4H14N3S

> Which value of charge does entry 10 give?

0